Record 1
The following is a DFT calculation (the ωB97M-V functional and the def2-TZVPD basis) of a structure of composition C17H13BrN2O4S.

As for the HOMO energy: -8.22 eV. For the total energy, the calculation gives -4037.7272 hartree. The LUMO energy comes out at -1.099 eV. For the molar mass, the calculation gives 421.27 g mol⁻¹. The orbital gap comes out at 7.12 eV. The multiplicity is 1.

Each line ends with the Mulliken charge.
Atoms and positions in Å:
C: -2.0504 3.2478 -0.2261  -1.9222
H: -1.9053 3.9716 0.4283  0.5184
O: -1.7104 1.9878 0.6109  -0.3450
C: -1.7497 0.8531 -0.1090  0.4819
C: -1.9133 0.5924 -1.6592  -1.4360
C: -1.9562 -0.5621 -1.9896  -0.3344
C: -1.7894 -1.5813 -1.1439  -0.5141
C: -1.2717 -1.4411 0.1921  0.5389
C: -1.3875 -0.1263 0.7205  -0.0183
H: -1.3710 -0.0222 1.7856  0.5513
O: -0.9140 -2.3487 1.3047  -0.3115
C: 0.1812 -3.1148 0.8442  0.5099
O: 0.5339 -3.3881 -0.4347  -0.6179
C: 0.5568 -3.9663 2.1531  -0.8788
H: -0.0911 -4.7440 2.2750  0.5106
H: 1.3704 -4.3565 1.8185  0.5649
S: 0.6387 -2.9866 3.4619  -0.2510
C: 1.1008 -1.3584 2.8745  0.6318
N: 1.3838 -0.3818 3.6178  -0.7219
N: 1.4365 0.7339 2.7162  -0.1751
C: 1.6171 0.1359 1.3927  0.0694
C: 1.5540 0.8763 0.2741  0.1298
C: 1.5968 2.1315 0.0718  1.2430
C: 1.4717 2.7272 -1.2177  -1.1074
C: 1.9063 1.7518 -2.4175  -0.7322
C: 1.6600 0.3241 -2.2137  -0.2830
C: 1.5506 -0.1643 -1.1227  -0.5038
H: 1.7862 -1.2105 -0.7081  0.1471
H: 1.5657 -0.1632 -3.0916  0.5149
H: 1.5234 2.1735 -3.4096  0.2941
H: 1.6578 3.6862 -1.3946  0.7243
Br: 1.5868 3.3042 1.3021  -0.0533
O: 1.3824 -1.2603 1.6108  -0.1794
H: -1.5701 -2.6889 -1.6179  0.1108
H: -2.0668 -0.7643 -3.0447  0.3536
H: -2.0601 1.4930 -1.9272  1.0072
H: -2.8294 3.2099 -0.8141  0.7382
H: -1.4245 3.4295 -0.9129  0.7452

Record 2
The following is a DFT calculation (the ωB97M-V functional and the def2-TZVPD basis) of a structure of composition C17H13IrN4O3S.

As for the HOMO energy: -8.15 eV. For the total energy, the calculation gives -1602.8174 hartree. As for the energy above the lowest of the compared OMol25 structures with the same formula, charge and spin: 0.000 eV. The LUMO energy comes out at -0.946 eV. For the molar mass, the calculation gives 545.60 g mol⁻¹. The orbital gap comes out at 7.21 eV. The multiplicity is 1.

Each line ends with the Mulliken charge.
Atoms and positions in Å:
Ir: -1.2502 -0.2077 0.0468  0.9604
C: -1.8393 -4.4901 -1.1155  -0.8251
O: -0.4908 -4.9209 -0.9467  -0.4603
C: 0.3738 -4.1957 -0.2086  0.4397
C: 1.4615 -4.9295 0.2461  -0.5363
C: 2.5022 -4.3690 0.9695  -0.6550
C: 2.4672 -3.0235 1.2356  -0.8795
C: 1.3849 -2.2520 0.7909  0.3510
C: 1.5102 -0.8403 0.9863  -0.0441
N: 0.6336 0.0454 0.6922  0.2255
N: 1.0899 1.3722 0.7553  -0.9442
C: 0.3501 2.0834 -0.0210  0.5959
O: -0.6528 1.5806 -0.7088  -0.7826
C: 0.6070 3.5298 -0.1838  0.4474
C: 1.9117 4.0115 -0.1666  -0.3873
C: 2.1457 5.3714 -0.2901  -0.6074
C: 1.0806 6.2521 -0.4220  -0.3810
C: -0.2208 5.7705 -0.4472  -0.5886
C: -0.4581 4.4096 -0.3386  -0.3211
C: 0.3019 -2.8053 0.0704  0.8491
O: -0.7223 -2.0613 -0.3791  -0.8753
H: -2.3952 -5.3602 -1.4534  0.2859
H: -1.8985 -3.7090 -1.8619  0.3023
H: -2.2564 -4.1390 -0.1725  0.3647
H: 1.4632 -5.9830 -0.0018  0.4187
H: 3.3263 -4.9833 1.3041  0.3939
H: 3.2660 -2.5386 1.7818  0.3527
H: 2.4579 -0.4492 1.3439  0.4413
H: 2.7317 3.3152 -0.0560  0.4199
H: 3.1610 5.7452 -0.2853  0.3822
H: 1.2653 7.3150 -0.5068  0.3775
H: -1.0505 6.4564 -0.5570  0.3876
H: -1.4669 4.0204 -0.3774  0.3658
N: -3.0089 1.9444 1.3769  -0.3106
C: -2.3477 1.1243 0.9061  0.4910
H: -3.5800 2.6522 1.7843  0.2755
S: -3.5826 -0.7632 -0.3715  -0.4132
C: -3.9295 -2.0566 -1.3879  0.3797
N: -4.3414 -2.9226 -2.0308  -0.4957

Record 3
The following is a DFT calculation (the ωB97M-V functional and the def2-TZVPD basis) of a structure of composition C17H13KN8O4S.

As for the HOMO energy: -7.99 eV. For the total energy, the calculation gives -2392.7059 hartree. As for the energy above the lowest of the compared OMol25 structures with the same formula, charge and spin: 0.887 eV. The LUMO energy comes out at -0.252 eV. For the molar mass, the calculation gives 464.51 g mol⁻¹. The orbital gap comes out at 7.74 eV. The multiplicity is 1.

Each line ends with the Mulliken charge.
Atoms and positions in Å:
K: -0.6649 0.3134 -1.3884  0.9258
O: 1.3673 1.2122 -0.8593  -0.5553
C: 2.0656 1.1297 0.1384  -0.5923
C: 1.8424 0.3090 1.2943  0.6221
C: 2.8254 0.2497 2.2752  -0.3491
C: 2.6919 -0.5657 3.3842  -0.4014
C: 1.5139 -1.3261 3.5667  -0.4478
C: 0.5284 -1.2689 2.6423  -0.6301
C: 0.6316 -0.4869 1.4370  0.5767
O: -0.2653 -0.5320 0.5764  -0.7888
N: 3.7409 -0.6502 4.3258  0.9993
O: 4.7493 0.0109 4.1220  -0.6495
O: 3.5988 -1.3900 5.2875  -0.6540
H: 3.0034 1.7249 0.1863  0.2601
H: 3.7289 0.8360 2.1690  0.4907
H: 1.4245 -1.9491 4.4442  0.5345
H: -0.3808 -1.8406 2.7520  0.5235
N: -3.1072 4.0079 0.3552  0.1145
C: -2.0392 3.2003 0.5098  -0.3457
N: -1.9512 2.3871 -0.5039  0.0484
C: -3.0063 2.7229 -1.2884  0.1744
N: -3.7261 3.7102 -0.7850  -0.6508
C: -3.3057 2.0553 -2.5428  0.2295
C: -4.4012 2.4312 -3.3296  -0.0830
N: -4.6727 1.8203 -4.4660  -0.6053
C: -3.8700 0.8343 -4.8379  -0.2767
C: -2.7805 0.4527 -4.0632  -0.2219
N: -2.5024 1.0615 -2.9231  -0.2634
H: -3.4586 4.7427 0.9528  0.1972
H: -1.3682 3.2271 1.3436  0.5357
H: -5.0603 3.2338 -3.0302  0.4634
H: -4.1070 0.3451 -5.7715  0.3975
H: -2.1196 -0.3514 -4.3579  0.3909
S: 0.7644 -1.8986 -2.8663  -0.4555
C: 1.1319 -2.4466 -1.3627  -0.0535
N: 2.3418 -2.0717 -0.7975  0.0827
C: 2.7773 -2.5940 0.3591  -0.2222
C: 2.0033 -3.5061 1.0131  -0.5446
C: 0.7394 -3.7889 0.4405  -0.0270
N: 0.3359 -3.2919 -0.6856  -0.4475
H: 2.8694 -1.3676 -1.3006  0.3360
H: 3.7421 -2.2652 0.7190  0.4577
H: 2.3209 -3.9678 1.9305  0.4310
H: 0.0487 -4.4590 0.9349  0.4735

Record 4
The following is a DFT calculation (the ωB97M-V functional and the def2-TZVPD basis) of a structure of composition C17H13N13O4S2Tc.

As for the HOMO energy (alpha / beta): -7.06 / -7.10 eV. For the total energy, the calculation gives -2545.4226 hartree. The LUMO energy (alpha / beta) comes out at -1.907 / -1.850 eV. The expectation value of S² is 0.79. For the molar mass, the calculation gives 625.51 g mol⁻¹. The orbital gap (alpha / beta) comes out at 5.15 / 5.25 eV. The multiplicity is 2.

Each line ends with the Mulliken charge.
Atoms and positions in Å:
Tc: 0.3170 0.4302 0.2389  -0.1880
C: -2.0186 5.9767 -1.5376  -0.8259
S: -0.6292 5.4880 -0.4699  0.0109
C: -0.8761 3.7705 -0.2900  0.2982
S: -1.1030 2.8278 -1.8292  -0.2089
N: -0.6959 3.2914 0.8843  -1.6341
N: -0.4834 2.0503 1.2496  1.5075
C: -0.6632 1.7899 2.5523  -0.7619
C: -0.5683 0.4547 2.9665  1.0892
C: -0.7707 0.0435 4.2991  -0.9866
C: -0.7825 -1.2904 4.6051  -0.3128
C: -0.5846 -2.2140 3.5731  -0.8476
C: -0.3386 -1.7504 2.2979  0.0094
N: -0.3212 -0.4593 1.9777  0.3365
H: -1.7820 6.9697 -1.9025  0.3416
H: -2.9201 5.9987 -0.9342  0.2945
H: -2.1183 5.2866 -2.3695  0.2853
H: -0.9191 2.5934 3.2291  0.3906
H: -0.9166 0.7972 5.0542  0.4459
H: -0.9507 -1.6253 5.6166  0.4166
H: -0.5906 -3.2705 3.7852  0.4307
H: -0.1343 -2.4480 1.4941  0.3444
N: 3.4829 1.3233 -0.7833  -0.0956
C: 3.3108 0.9111 0.5184  0.3207
N: 4.2835 0.7413 1.3932  -0.5171
N: 3.6705 0.4265 2.5223  -0.7191
N: 2.4060 0.3947 2.3739  -0.4156
N: 2.1037 0.6940 1.1051  1.0796
C: 2.4670 1.8520 -1.4938  0.2568
N: 2.5918 2.7561 -2.4847  -0.4715
N: 1.4078 3.1181 -2.8211  -0.4211
N: 0.5481 2.4501 -2.0976  0.4072
N: 1.1722 1.6073 -1.2457  0.3886
H: 4.4323 1.5378 -1.0522  0.2998
O: -1.4018 0.0690 -0.7088  -0.3935
C: -1.7847 -0.9409 -1.3277  -0.3310
C: -1.0242 -2.1260 -1.5619  1.0625
C: -1.6564 -3.2290 -2.1394  -0.5472
C: -0.9657 -4.3972 -2.3755  -0.4086
C: 0.4077 -4.4914 -2.0905  -0.4079
C: 1.0530 -3.4309 -1.5258  -0.8049
C: 0.3734 -2.2186 -1.2135  0.0705
O: 1.0052 -1.2723 -0.6358  -0.3768
N: -1.6622 -5.5298 -2.9057  1.0194
O: -2.8615 -5.4203 -3.0691  -0.6329
O: -1.0240 -6.5328 -3.1507  -0.6372
H: -2.8008 -0.9282 -1.7394  0.3457
H: -2.7071 -3.1822 -2.3832  0.5129
H: 0.9212 -5.4125 -2.3193  0.5024
H: 2.1018 -3.4790 -1.2799  0.4784

Record 5
The following is a DFT calculation (the ωB97M-V functional and the def2-TZVPD basis) of a structure of composition C17H13N2O4S4SbTa.

As for the HOMO energy (alpha / beta): -9.92 / -9.92 eV. For the total energy, the calculation gives -2955.9625 hartree. As for the energy above the lowest of the compared OMol25 structures with the same formula, charge and spin: 3.421 eV. The LUMO energy (alpha / beta) comes out at -3.931 / -3.932 eV. For the molar mass, the calculation gives 740.28 g mol⁻¹. The orbital gap (alpha / beta) comes out at 5.99 / 5.99 eV. The multiplicity is 1. The total charge is +1.

Each line ends with the Mulliken charge.
Atoms and positions in Å:
Ta: 0.8392 -1.5408 0.1537  1.0915
N: -1.0133 -0.1688 0.1051  -0.6213
C: -2.3128 -0.7897 0.0839  0.5674
C: -3.4815 -0.0852 0.1001  -0.4902
C: -4.7159 -0.7616 0.0704  -0.6833
C: -4.7460 -2.1244 0.0192  -1.0134
C: -3.5461 -2.8720 0.0004  0.8037
C: -3.5311 -4.2822 -0.0585  -0.4161
C: -2.3323 -4.9318 -0.0801  -0.9814
C: -1.1487 -4.1858 -0.0330  0.3940
N: -1.0980 -2.8653 0.0333  -0.2138
C: -2.3080 -2.1977 0.0393  -0.2951
H: -0.8530 0.4096 -0.7196  0.4640
H: -0.8962 0.4508 0.9056  0.4417
H: -3.4583 0.9970 0.1344  0.4892
H: -5.6348 -0.1927 0.0853  0.4059
H: -5.6884 -2.6557 -0.0081  0.4149
H: -4.4664 -4.8266 -0.0890  0.4573
H: -2.2658 -6.0085 -0.1304  0.4218
H: -0.2043 -4.7094 -0.0540  0.1423
S: 3.2987 -6.6967 -1.6309  -0.2230
Sb: 4.1538 -4.9962 -0.2066  0.7114
S: 3.1188 -1.9395 0.4114  -0.0883
S: 2.0224 -3.8198 0.3606  -0.1703
S: 3.4158 -7.1572 0.4423  -0.2230
O: 3.6502 0.3796 0.2802  -0.7505
C: 2.6046 0.9852 0.1567  0.9625
O: 1.4239 0.3540 0.0784  -0.4976
C: 2.5271 2.4574 0.0877  0.1978
C: 3.7179 3.1740 0.1244  -0.7214
C: 3.7323 4.5664 0.0657  -0.8931
C: 2.5129 5.1919 -0.0281  0.8124
O: 2.2571 6.5200 -0.0985  -0.4691
C: 0.8361 6.6618 -0.1814  -0.2362
O: 0.2697 5.3483 -0.1592  -0.5210
C: 1.3186 4.4815 -0.0645  1.1844
C: 1.2887 3.1179 -0.0103  -1.1996
H: 4.6460 2.6260 0.2017  0.4772
H: 4.6533 5.1300 0.0931  0.4524
H: 0.5783 7.1528 -1.1199  0.2570
H: 0.4805 7.2257 0.6812  0.2583
H: 0.3551 2.5777 -0.0416  0.3004

Record 6
The following is a DFT calculation (the ωB97M-V functional and the def2-TZVPD basis) of a structure of composition C17H13N3O3.

As for the HOMO energy: -9.37 eV. For the total energy, the calculation gives -1045.5788 hartree. As for the energy above the lowest of the compared OMol25 structures with the same formula, charge and spin: 0.778 eV. The LUMO energy comes out at 0.462 eV. For the molar mass, the calculation gives 307.31 g mol⁻¹. The orbital gap comes out at 9.83 eV. The multiplicity is 1.

Each line ends with the Mulliken charge.
Atoms and positions in Å:
O: 4.1104 -1.6248 0.2267  -0.6136
O: -0.2983 -2.0068 -0.2678  -0.5795
O: 3.4644 1.6051 0.4413  -0.5928
C: 2.9764 -1.4109 -0.2148  0.5811
C: 0.8048 -1.5661 -0.4377  0.4485
C: 2.5542 0.8669 -0.0200  0.2717
C: -0.7795 -0.0468 3.8487  -0.4691
C: -1.0768 4.2956 -1.6662  -0.3405
C: -1.5420 -0.0120 2.6935  -0.7977
C: 0.5627 0.3412 3.8050  -0.7933
C: -0.1816 4.5020 -0.6395  -0.8711
C: -1.3062 3.0402 -2.1353  -0.7732
C: -0.9737 0.2929 1.4640  -0.0056
C: 1.1313 0.7019 2.6038  -0.1561
C: 0.5098 3.4306 -0.1049  -0.1613
C: -0.6180 1.9258 -1.5892  0.0090
C: 0.4031 0.6332 1.4033  -0.1155
C: 0.3080 2.1227 -0.5780  -1.2368
N: 2.6033 -0.2355 -0.8083  -0.1934
N: 1.9203 -2.2807 -0.1161  0.1760
N: 1.1679 -0.2824 -0.8230  0.2769
C: 1.9020 -3.5328 0.6598  -0.9787
C: 1.0180 0.9147 0.0428  1.8760
H: -1.1990 -0.3153 4.7884  0.4385
H: -1.6106 5.1058 -2.1387  0.3968
H: -2.6031 -0.2399 2.6750  0.3731
H: 1.1374 0.3438 4.7205  0.4224
H: -0.0093 5.5059 -0.2842  0.4034
H: -1.9917 2.8360 -2.9702  0.3576
H: -1.5899 0.2097 0.5841  0.4598
H: 2.1974 0.9836 2.5481  0.3779
H: 1.2013 3.6436 0.7042  0.4421
H: -0.8436 0.8964 -1.9638  0.3419
H: 1.9931 -4.3717 -0.0129  0.3314
H: 0.9834 -3.6352 1.2224  0.3538
H: 2.7248 -3.5864 1.3894  0.3402